This record from OMol25 describes a molecular structure, C17H41ClInN3O6PS in a non-equilibrium geometry. The level of theory is the ωB97M-V functional and the def2-TZVPD basis.

Geometry as XYZ:
```
71
Properties=species:S:1:pos:R:3
H 3.500 2.853 1.983
O -1.469 -1.615 0.545
C 3.791 2.635 -0.272
O 8.199 0.126 4.071
H -1.465 0.900 -1.513
H -2.774 -3.254 0.461
H -3.436 0.359 2.476
H -2.340 2.934 -1.811
N -3.091 -1.558 3.238
H 7.345 0.551 3.853
N -1.235 1.226 -4.375
C -2.715 -0.457 2.350
H 5.744 1.721 1.660
C -0.496 1.206 -1.918
C -3.586 1.544 -5.048
C 6.153 -0.097 0.437
H -2.039 3.756 -5.555
H 7.260 0.165 0.436
P 7.987 -1.544 3.656
C 4.125 -3.421 1.255
H -3.118 -5.103 5.044
O -3.701 2.907 -4.642
C -1.384 3.425 -2.012
H -1.475 -3.330 1.698
C -2.567 -0.767 0.854
H -0.262 -0.346 -3.396
In 5.910 -1.539 2.188
H -3.491 -1.145 0.404
H -4.579 1.099 -4.924
H -4.520 -2.349 1.881
C -4.401 -2.136 2.949
N 5.290 -3.507 1.524
C -0.286 0.749 -3.367
H 0.257 0.695 -1.310
H 2.339 3.745 0.930
H 5.912 -0.574 -0.552
H -1.089 -3.543 -0.001
H 4.046 4.397 1.149
H -3.412 4.829 -5.256
H -2.357 0.182 0.352
S 2.509 -3.098 1.056
C -4.608 -3.445 3.705
H 4.539 -0.913 3.196
H -3.502 3.645 -6.576
C -2.611 0.791 -4.149
H -2.920 0.960 -3.112
H -3.313 1.449 -6.104
Cl 9.665 -2.223 2.519
H 3.079 1.763 -0.447
H -1.319 4.317 -1.385
H 4.247 0.807 1.120
C -3.131 3.822 -5.563
H -1.206 2.239 -4.381
H -5.178 -1.424 3.245
O -0.276 2.596 -1.710
H -4.465 -3.313 4.782
H -1.969 -4.085 4.127
H -2.685 -0.281 -4.358
H -5.642 -3.771 3.548
C -1.735 -3.001 0.692
O -3.775 -4.472 3.173
H -1.752 -0.082 2.709
C 3.436 3.457 1.033
C 5.273 1.158 0.789
H 3.650 3.324 -1.162
C -2.731 -4.866 4.049
H 0.704 1.091 -3.684
H -1.337 3.759 -3.051
O 5.130 2.115 -0.291
H -2.386 -2.282 3.157
H -2.260 -5.758 3.635
```

Highest occupied orbital energy in eV: -4.4
E_tot in Ha: -2677.8347
Net charge: -1
Gap between HOMO and LUMO in eV: 6.558